*w*
Formula: C2H6N2OS
Source: the Open Molecules 2025 dataset
Level of theory: ωB97M-V/def2-TZVPD

CARTESIAN COORDINATES (ANGSTROEM)
C1 0.607 -0.846 1.006
C2 -0.249 1.099 -0.136
H1 1.555 -0.304 1.127
H2 0.798 -1.923 0.878
H3 0.015 -0.733 1.916
H4 -2.276 -0.906 0.386
H5 -0.779 1.538 0.708
H6 0.854 0.355 -1.901
N1 -0.062 -0.312 -0.183
N2 0.176 1.893 -1.046
O1 0.816 1.309 -2.086
S1 -1.455 -1.171 -0.670

The frontier orbital gap is 0.3779 hartree. The LUMO energy comes out at 0.65 eV. As for the molecular weight: 106.2 g/mol. Its structure (SMILES) is CN(S)/C=N\O. As for the net charge: 0.

Results of the Mulliken charge analysis, in e, for atoms 1 through 4: C -0.875; C 0.027; H 0.362; H 0.250

=====

*x*
Formula: C2H6N2OS
Source: the Open Molecules 2025 dataset
Level of theory: ωB97M-V/def2-TZVPD

CARTESIAN COORDINATES (ANGSTROEM)
C1 1.083 -3.076 0.180
C2 -0.446 0.043 -0.412
H1 2.173 -2.758 0.151
H2 0.660 -3.982 -0.608
H3 0.462 -3.110 1.076
H4 -0.731 0.280 -1.423
H5 -0.459 0.747 1.444
H6 -1.416 3.367 0.210
N1 0.245 -0.960 0.201
N2 -0.756 1.047 0.454
O1 0.337 -2.130 -0.567
S1 -0.227 2.506 0.031

The frontier orbital gap is 0.3391 hartree. The LUMO energy comes out at 0.79 eV. As for the molecular weight: 106.2 g/mol. Its structure (SMILES) is CO/N=C/NS. As for the net charge: 0.

Results of the Mulliken charge analysis, in e, for atoms 1 through 4: C -0.431; C -0.097; H 0.220; H 0.174

=====

Stability, lowest: *x*

=====

*w*
Formula: C4H5N
Source: the Open Molecules 2025 dataset
Level of theory: ωB97M-V/def2-TZVPD

CARTESIAN COORDINATES (ANGSTROEM)
C1 -0.265 -1.909 -1.283
C2 -0.376 -1.018 -0.480
C3 -0.515 0.066 0.469
C4 0.685 0.865 0.830
N1 -0.364 1.453 0.012
H1 -0.166 -2.702 -1.992
H2 -1.297 -0.074 1.212
H3 1.627 0.585 0.364
H4 0.761 1.269 1.835
H5 -0.090 1.464 -0.967

The frontier orbital gap is 0.3885 hartree. The LUMO energy comes out at 1.15 eV. As for the molecular weight: 67.1 g/mol. Its structure (SMILES) is C#C[C@H]1CN1. As for the net charge: 0.

Results of the Mulliken charge analysis, in e, for atoms 1 through 4: C 0.356; C -0.697; C -0.210; C -0.357

=====

*x*
Formula: C4H5N
Source: the Open Molecules 2025 dataset
Level of theory: ωB97M-V/def2-TZVPD

CARTESIAN COORDINATES (ANGSTROEM)
N1 0.300 1.156 -0.240
C1 1.303 0.183 -0.134
C2 0.558 -1.009 -0.008
C3 -0.823 -0.751 0.003
C4 -0.939 0.610 -0.193
H1 0.483 2.133 -0.410
H2 1.497 -0.138 0.946
H3 1.076 -1.951 0.131
H4 -1.623 -1.450 0.192
H5 -1.832 1.216 -0.286

The frontier orbital gap is 0.3485 hartree. The LUMO energy comes out at 1.05 eV. As for the molecular weight: 67.1 g/mol. Its structure (SMILES) is c1cc[nH]c1. As for the net charge: 0.

Results of the Mulliken charge analysis, in e, for atoms 1 through 4: N -0.026; C -0.329; C -0.265; C -0.551

=====

Stability, lowest: *w*

=====

*w*
Formula: C4H5N
Source: the Open Molecules 2025 dataset
Level of theory: ωB97M-V/def2-TZVPD

CARTESIAN COORDINATES (ANGSTROEM)
C1 0.832 -0.318 -0.017
C2 -0.364 -0.324 -0.054
C3 -2.658 0.362 0.037
C4 2.273 -0.189 -0.029
N1 -1.904 -0.631 0.119
H1 -3.720 0.177 0.172
H2 -2.378 1.402 -0.148
H3 2.723 -1.150 -0.278
H4 2.612 0.116 0.960
H5 2.584 0.554 -0.762

The frontier orbital gap is 0.3871 hartree. The LUMO energy comes out at 1.01 eV. As for the molecular weight: 67.1 g/mol. Its structure (SMILES) is C=NC#CC. As for the net charge: 0.

Results of the Mulliken charge analysis, in e, for atoms 1 through 4: C -0.316; C 0.827; C -0.211; C -1.325

=====

*x*
Formula: C4H5N
Source: the Open Molecules 2025 dataset
Level of theory: ωB97M-V/def2-TZVPD

CARTESIAN COORDINATES (ANGSTROEM)
N1 0.337 1.194 -0.393
C1 1.390 0.382 -0.298
C2 0.724 -0.884 0.188
C3 -0.764 -0.681 0.118
C4 -0.944 0.604 -0.190
H1 0.446 2.184 -0.563
H2 1.055 -0.724 1.231
H3 1.139 -1.850 -0.107
H4 -1.535 -1.420 0.299
H5 -1.848 1.195 -0.285

The frontier orbital gap is 0.3474 hartree. The LUMO energy comes out at 1.01 eV. As for the molecular weight: 67.1 g/mol. As for the net charge: 0.

Results of the Mulliken charge analysis, in e, for atoms 1 through 4: N 0.033; C -0.578; C -0.300; C -0.312

=====

Stability, lowest: *w*

=====

*w*
Formula: C5H13NS
Source: the Open Molecules 2025 dataset
Level of theory: ωB97M-V/def2-TZVPD

CARTESIAN COORDINATES (ANGSTROEM)
C1 -1.305 1.311 0.601
C2 -2.314 0.632 -0.286
S1 -2.886 -1.013 0.202
C3 -0.128 0.385 0.987
N1 0.455 -0.219 -0.207
C4 1.882 -0.568 -0.051
C5 2.541 -0.814 -1.394
H1 -0.926 2.136 0.047
H2 -1.714 1.695 1.532
H3 -1.848 0.330 -1.231
H4 -3.195 1.237 -0.517
H5 -3.060 -0.894 1.540
H6 -0.532 -0.324 1.726
H7 0.541 1.017 1.534
H8 -0.066 -1.083 -0.347
H9 2.003 -1.466 0.570
H10 2.364 0.246 0.488
H11 2.249 -0.052 -2.109
H12 2.310 -1.768 -1.796
H13 3.628 -0.787 -1.290

The frontier orbital gap (spin up / spin down) is 0.3373 / 0.1395 hartree. The LUMO energy (spin up / spin down) comes out at -3.79 / -9.13 eV. As for the molecular weight: 119.2 g/mol. Its spin multiplicity is 2. Its expectation value of S² is 0.7533. As for the net charge: +1.

Results of the Mulliken charge analysis, in e, for atoms 1 through 4: C -0.520; C -0.659; S 0.243; C -0.806

=====

*x*
Formula: C5H13NS
Source: the Open Molecules 2025 dataset
Level of theory: ωB97M-V/def2-TZVPD

CARTESIAN COORDINATES (ANGSTROEM)
C1 -0.478 -0.179 -3.442
C2 -0.367 0.597 -2.153
S1 -1.826 0.098 -1.098
H1 -1.404 0.087 -3.969
H2 -0.517 -1.258 -3.267
H3 0.355 0.050 -4.115
H4 -0.415 1.665 -2.388
H5 0.577 0.405 -1.618
C3 2.098 -0.690 2.020
C4 0.676 -0.556 1.623
C5 -0.304 -0.117 2.467
N1 -1.607 -0.009 2.097
H6 2.377 -0.374 3.028
H7 2.432 -1.732 1.903
H8 2.712 -0.117 1.301
H9 0.490 -0.569 0.546
H10 -0.030 0.282 3.452
H11 -1.712 0.023 1.046
H12 -2.007 0.874 2.438
H13 -1.050 1.518 0.130

The frontier orbital gap (spin up / spin down) is 0.2972 / 0.2251 hartree. The LUMO energy (spin up / spin down) comes out at -5.27 / -7.23 eV. As for the molecular weight: 119.2 g/mol. Its spin multiplicity is 2. Its expectation value of S² is 0.7613. As for the net charge: +1.

Results of the Mulliken charge analysis, in e, for atoms 1 through 4: C -1.296; C -0.151; S -0.228; H 0.344

=====

Stability, lowest: *x*

=====

*w*
Formula: C3H4OS
Source: the Open Molecules 2025 dataset
Level of theory: ωB97M-V/def2-TZVPD

CARTESIAN COORDINATES (ANGSTROEM)
C1 0.698 1.645 0.689
C2 -0.022 0.564 0.405
C3 -0.601 -1.730 -0.876
H1 1.233 2.122 -0.128
H2 0.818 2.012 1.676
H3 -0.624 0.069 1.094
H4 -0.815 -2.258 -1.872
O1 -0.522 -2.353 0.167
S1 -0.164 -0.069 -1.155

The frontier orbital gap is 0.3621 hartree. The LUMO energy comes out at 0.62 eV. As for the molecular weight: 88.1 g/mol. Its structure (SMILES) is C=CSC=O. As for the net charge: 0.

Results of the Mulliken charge analysis, in e, for atoms 1 through 4: C -0.632; C -0.029; C 0.122; H 0.200

=====

*x*
Formula: C3H4OS
Source: the Open Molecules 2025 dataset
Level of theory: ωB97M-V/def2-TZVPD

CARTESIAN COORDINATES (ANGSTROEM)
C1 -0.535 1.309 0.226
C2 -0.538 -0.159 -0.270
C3 0.795 -0.804 0.030
O1 0.370 1.754 0.813
S1 -1.576 -1.029 -1.268
H1 -1.461 1.737 0.072
H2 1.412 0.056 -0.041
H3 0.905 -1.598 -0.639
H4 0.628 -1.266 1.077

The frontier orbital gap is 0.2780 hartree. The LUMO energy comes out at -1.47 eV. As for the molecular weight: 88.1 g/mol. Its structure (SMILES) is CC(=S)C=O. As for the net charge: 0.

Results of the Mulliken charge analysis, in e, for atoms 1 through 4: C -0.020; C 0.205; C -0.958; O -0.420

=====

Stability, lowest: *x*

=====

*w*
Formula: C2H7O2P
Source: the Open Molecules 2025 dataset
Level of theory: ωB97M-V/def2-TZVPD

CARTESIAN COORDINATES (ANGSTROEM)
C1 1.704 -0.327 0.301
C2 -1.203 -0.519 -0.706
O1 -1.080 -1.230 0.599
O2 -0.446 1.841 0.376
P1 0.147 0.811 -0.824
H1 1.194 -0.474 1.263
H2 2.674 0.338 0.354
H3 1.783 -1.234 -0.324
H4 -2.116 -0.002 -0.743
H5 -0.966 -1.300 -1.422
H6 -0.750 -0.499 1.166
H7 -0.941 2.594 -0.040

The frontier orbital gap is 0.3496 hartree. The LUMO energy comes out at 0.71 eV. As for the molecular weight: 94.0 g/mol. Its structure (SMILES) is CP(O)CO. As for the net charge: 0.

Results of the Mulliken charge analysis, in e, for atoms 1 through 4: C -0.929; C -0.435; O -0.500; O -0.505

=====

*x*
Formula: C2H7O2P
Source: the Open Molecules 2025 dataset
Level of theory: ωB97M-V/def2-TZVPD

CARTESIAN COORDINATES (ANGSTROEM)
C1 -2.112 -0.842 -0.174
C2 2.084 0.348 0.449
O1 -1.632 0.481 -0.126
O2 1.034 -0.382 -0.057
P1 -0.354 0.751 -1.060
H1 -3.003 -0.846 0.371
H2 -1.362 -1.599 0.378
H3 -2.285 -1.180 -1.132
H4 2.292 1.353 -0.089
H5 2.954 -0.312 0.163
H6 2.196 0.424 1.574
H7 0.188 1.803 -0.297

The frontier orbital gap is 0.3582 hartree. The LUMO energy comes out at 0.45 eV. As for the molecular weight: 94.0 g/mol. Its structure (SMILES) is COPOC. As for the net charge: 0.

Results of the Mulliken charge analysis, in e, for atoms 1 through 4: C -0.622; C -0.553; O -0.209; O -0.487

=====

Stability, lowest: *x*